Record 1
The following is a DFT calculation (ωB97M-V/def2-TZVPD) of a 2-piece molecular cluster, C2H8N3P overall at a distorted geometry.

Each line ends with the Löwdin charge.
Positions of all 14 atoms, in Å:
P -2.9017 -0.6622 -0.1876  0.598
N 1.4930 0.0428 0.3280  -0.058
N 0.2617 -0.0886 0.2832  -0.108
N -0.7200 0.5544 0.3786  -0.202
C 2.2816 -1.1479 0.1424  -0.137
C -0.9973 1.9582 0.3549  -0.126
H -1.8783 2.2207 1.1293  0.111
H -3.4173 0.1417 0.8067  -0.267
H 1.5620 -1.7716 -0.4153  0.069
H 2.5138 -1.6428 1.0693  0.059
H -2.6039 -1.8020 0.8326  -0.148
H -0.0954 2.5506 0.6118  0.081
H -1.3971 2.1219 -0.6451  0.061
H 3.1648 -1.0442 -0.4856  0.066

As for the spin multiplicity: 1. For the HOMO energy (spin up / spin down), the calculation gives -8.244 / -7.483 eV. The frontier orbital gap (spin up / spin down) comes out at 7.7697 / 6.6638 eV. Its lowest unoccupied orbital energy (spin up / spin down) is -0.47 / -0.82 eV. The strongest force on any atom comes out at 2.89 eV Å⁻¹.

Record 2
The following is a DFT calculation (ωB97M-V/def2-TZVPD) of C37H29AuN7O4S as an isolated structure.

Each line ends with the Löwdin charge.
Positions of all 79 atoms, in Å:
Au 0.3917 1.2347 -1.8320  0.831
S 4.0490 7.9343 -2.5239  0.679
O -1.7662 2.4304 -4.0236  0.024
O 4.5672 -7.1124 4.1622  -0.022
O 2.5366 0.6250 -1.2535  0.015
O -2.2875 -0.4515 -0.5350  0.006
N 4.4376 -0.9688 3.4254  0.137
N 1.7382 8.1203 -3.7712  0.096
N 0.6831 0.1465 0.7302  0.134
N -1.6394 0.9638 -2.2282  0.005
N -3.6249 1.3921 -3.1545  0.132
N 4.5602 -1.6689 4.4082  0.196
N 1.3422 3.3642 -2.2993  -0.022
C -6.7335 1.9853 0.8000  -0.092
C 4.4247 -3.7239 3.0757  0.025
C 2.4677 5.3491 -1.5857  -0.030
C 4.7790 -5.1202 5.4954  0.019
C 2.9138 0.4658 -0.1118  -0.300
C -5.1284 0.3218 0.1222  -0.028
C -2.2912 1.6762 -3.2258  -0.563
C 4.4176 -5.0827 3.0690  0.039
C -4.9089 -3.2572 -2.4936  -0.073
C 2.5907 7.3788 -3.0487  -0.838
C 4.5918 -5.8023 4.2793  -0.248
C 4.7420 -7.9307 5.3309  -0.018
C 1.5748 -0.8832 3.1443  0.014
C 1.0289 3.9662 -3.4439  -0.103
C 1.9760 0.0525 0.9821  -0.151
C 3.9415 -0.4868 2.3694  -0.145
C -6.5214 2.6581 -0.3918  -0.080
C -3.9445 0.4294 -2.1267  -0.253
C -6.0284 0.8158 1.0538  -0.075
C 2.0413 4.0534 -1.3910  -0.126
C -4.9123 0.9917 -1.0794  -0.122
C 2.4777 -0.4516 2.1801  -0.080
C 4.8382 0.1196 1.3725  0.033
C -2.5245 0.2387 -1.5147  -0.425
C -4.3822 -2.0802 -1.9816  -0.030
C -0.1848 -0.2861 1.6387  -0.054
C -5.6274 -2.0901 -4.4537  -0.077
C -5.0972 -0.9137 -3.9431  -0.023
C 4.5959 -3.0356 4.3071  -0.244
C 1.4117 5.2705 -3.7215  0.004
C 4.7829 -3.7504 5.4976  0.026
C -4.4746 -0.8915 -2.6997  -0.121
C 2.1446 5.9812 -2.7809  -0.237
C -5.5385 -3.2685 -3.7296  -0.089
C -5.6147 2.1664 -1.3226  -0.025
C 0.2244 -0.8045 2.8675  0.001
C 4.3506 0.5792 0.2235  0.056
H -4.5808 -0.5839 0.3372  0.098
H 5.7183 -7.7531 5.7800  0.105
H -4.8213 -4.1733 -1.9229  0.103
H -4.2533 1.7356 -3.8560  0.140
H -3.8672 -2.0913 -1.0317  0.097
H 4.9188 -5.6624 6.4174  0.117
H -7.4405 2.3662 1.5254  0.101
H 4.2882 -5.6500 2.1575  0.137
H -5.1761 -0.0142 -4.5384  0.105
H 4.9217 -3.1889 6.4131  0.133
H 2.2640 3.5374 -0.4637  0.101
H 4.6766 -8.9540 4.9813  0.104
H 3.9488 -7.7354 6.0519  0.105
H 0.7963 7.8080 -3.9368  0.108
H -0.5129 -1.1261 3.5893  0.120
H -6.1838 0.2812 1.9826  0.102
H 4.9893 1.0009 -0.5420  0.139
H 4.3039 -3.1828 2.1470  0.122
H -5.9508 -4.1868 -4.1267  0.102
H -7.0615 3.5722 -0.6033  0.103
H 1.9787 9.0762 -3.9728  0.104
H -1.2258 -0.2162 1.3426  0.103
H -6.1094 -2.0823 -5.4229  0.104
H 0.4279 3.3878 -4.1355  0.096
H 1.1629 5.7112 -4.6772  0.119
H 5.8946 0.1484 1.6044  0.130
H 1.9116 -1.2642 4.1020  0.119
H -5.4523 2.7193 -2.2368  0.105
H 3.0427 5.8702 -0.8333  0.097

As for the spin multiplicity: 1. For the HOMO energy, the calculation gives -9.930 eV. As for the charge: +1. The frontier orbital gap comes out at 4.7466 eV. Its lowest unoccupied orbital energy is -5.18 eV. The strongest force on any atom comes out at 0.72 eV Å⁻¹.

Record 3
The following is a DFT calculation (ωB97M-V/def2-TZVPD) of a 3-piece molecular cluster, C20H26BrNO7S3 overall.

Each line ends with the Löwdin charge.
Positions of all 58 atoms, in Å:
Br -0.9320 5.7870 4.9174  0.762
S 4.4902 -4.3770 -1.0519  0.558
S -3.3577 -1.9363 -2.5231  0.564
S -2.6397 4.5512 2.3702  1.002
O -4.3827 -1.2416 -1.8017  -0.280
O -3.7008 -1.8817 -4.0693  -0.261
O 4.8286 -3.8093 -2.3225  -0.278
O 3.6430 1.0493 1.7938  0.044
O -1.9932 -1.5596 -2.3127  -0.277
O 5.0760 -3.4535 0.0936  -0.266
O 3.1267 -4.7043 -0.7693  -0.278
N -1.1119 2.7707 0.6230  0.089
C 3.3283 -1.7427 0.4943  -0.075
C -4.4639 2.4941 2.1360  -0.098
C -4.8952 1.2726 1.6392  -0.085
C -2.3779 2.2422 0.9517  -0.259
C 3.2035 3.0004 3.1013  -0.101
C -4.0574 0.5324 0.8146  -0.081
C 3.7996 2.2396 1.9459  -0.245
C 1.1638 4.2606 3.7982  -0.101
C -3.2111 2.9798 1.7870  -0.455
C -3.9629 -0.5816 -4.6527  -0.243
C -2.7093 0.2439 -4.8487  -0.071
C -0.9425 4.1187 2.6098  -0.490
C 1.7511 3.3876 2.8870  -0.209
C -2.8031 1.0108 0.4754  -0.011
C 4.7444 -2.0403 0.0630  -0.239
C 0.9957 2.8886 1.8345  0.037
C -0.1708 4.6062 3.6630  -0.685
C 5.4958 -5.7856 -0.7371  -0.125
C -3.5231 -3.6720 -2.3086  -0.116
C -0.3416 3.2560 1.6901  -0.243
H 3.7987 3.8872 3.3249  0.121
H -2.9597 1.1565 -5.3899  0.083
H -2.2599 0.5215 -3.8970  0.069
H -2.8508 -4.1722 -3.0001  0.078
H -1.9673 -0.3145 -5.4189  0.086
H -0.5884 2.1620 0.0105  0.133
H -5.8757 0.9054 1.9139  0.102
H -3.2357 -3.8858 -1.2814  0.080
H 6.5327 -5.5303 -0.9346  0.074
H -4.4286 -0.8102 -5.6086  0.122
H 3.1916 -0.6667 0.5546  0.045
H 4.9542 -1.6544 -0.9355  0.115
H 5.4566 -1.5876 0.7497  0.121
H -4.6986 -0.0616 -4.0378  0.115
H 5.3519 -6.0912 0.2954  0.074
H 4.4020 2.8232 1.2241  0.131
H 2.6034 -2.1518 -0.2096  0.074
H -2.1672 0.4084 -0.1640  0.107
H -5.0876 3.0952 2.7863  0.104
H 5.1567 -6.5665 -1.4141  0.075
H -4.3844 -0.4287 0.4461  0.085
H -4.5574 -3.9522 -2.4856  0.076
H 3.1221 -2.1795 1.4717  0.091
H 1.7475 4.6560 4.6190  0.108
H 3.2628 2.3402 3.9721  0.133
H 1.4111 2.1912 1.1177  0.114

As for the spin multiplicity: 1. For the HOMO energy, the calculation gives -7.716 eV. Its SMILES is O=CCc1cc(Br)c2c(c1)Nc1ccccc1S2.CCOS(C)(=O)=O.CCOS(C)(=O)=O. The frontier orbital gap comes out at 8.2746 eV. Its lowest unoccupied orbital energy is 0.56 eV. The strongest force on any atom comes out at 0.74 eV Å⁻¹.

Record 4
The following is a DFT calculation (ωB97M-V/def2-TZVPD) of C63H55IrN4P3S2Si as an isolated structure.

Each line ends with the Löwdin charge.
Positions of all 129 atoms, in Å:
Ir -0.2682 -0.0715 0.0315  0.393
S 2.0141 0.7376 -0.0968  0.695
S 0.0130 2.5330 -0.4207  0.765
P -0.9247 -0.0564 -2.3957  1.005
P 0.3249 -2.2594 0.4728  0.945
P -0.8129 0.3596 2.2821  0.939
Si -2.4204 -1.0377 0.0331  0.493
N 2.4789 -0.3419 -2.4841  0.088
N 0.3337 4.4263 1.4242  0.061
N 2.2486 3.7922 0.3413  0.036
N 3.5260 1.7348 -1.9660  0.107
C -1.7010 -5.5864 -0.7785  -0.044
C -3.3690 -0.1488 -3.7644  -0.065
C -5.5082 -0.2532 -2.6673  -0.051
C -4.8802 -0.4029 -1.4392  -0.074
C 2.0490 -3.4570 -1.3930  -0.087
C -4.8784 -1.4904 3.3775  -0.046
C -3.4876 -0.4189 -1.3584  -0.285
C -1.3367 2.0694 2.6772  -0.359
C 1.6265 -3.1903 2.8390  -0.065
C -0.5037 4.2861 -3.9215  -0.059
C 3.1414 -0.3640 -3.6447  -0.097
C 0.2988 -0.7057 4.6822  -0.087
C -4.7532 -0.1490 -3.8308  -0.045
C 0.4275 -4.1758 4.6802  -0.061
C -2.3863 -0.4331 2.7620  -0.366
C -0.7725 -3.8968 4.0414  -0.058
C 0.5691 3.4115 -4.0266  -0.059
C 2.7210 0.6996 -1.7124  -0.722
C 3.0988 -2.0680 0.2591  -0.182
C 3.1052 4.7307 1.0732  -0.133
C -2.4456 4.5309 3.3801  -0.067
C 0.4684 0.0517 3.5299  -0.367
C 1.3316 -0.8067 5.6053  -0.056
C 1.6843 0.7043 3.3157  -0.135
C -0.7723 -3.2712 2.8050  -0.092
C 2.4495 5.1103 2.3886  -0.142
C 0.3737 -2.9759 -5.7249  -0.061
C -4.1254 -0.8641 4.3660  -0.044
C -2.3361 2.6459 1.8880  -0.133
C -0.3272 -1.1582 -3.7226  -0.337
C 5.0474 2.8844 -3.4724  -0.013
C 0.4275 -2.8987 2.1893  -0.308
C 0.2871 -1.6216 -6.0107  -0.064
C 0.0821 -3.4265 -4.4447  -0.059
C 1.9391 -2.6431 -0.2710  -0.341
C -3.1872 -3.6935 -0.8812  -0.056
C -2.8876 -0.3246 4.0603  -0.074
C -0.9175 -3.4026 -0.1751  -0.405
C 0.4425 2.0983 -3.6034  -0.138
C -0.7621 1.6329 -3.0768  -0.437
C 4.1673 1.7217 -3.1385  -0.305
C -0.0684 -0.7157 -5.0193  -0.094
C -0.2700 -2.5231 -3.4546  -0.093
C 1.0079 5.5129 2.1339  -0.127
C -1.7047 3.8358 -3.3964  -0.061
C -1.4682 3.9541 4.1760  -0.073
C -2.1745 -2.8532 -0.4138  -0.285
C 4.3328 -2.3024 -0.3231  -0.060
C 2.7153 0.5980 4.2356  -0.061
C -4.4014 -1.5477 2.0783  -0.070
C 0.9605 3.6277 0.5802  -0.663
C 2.5374 -0.1581 5.3877  -0.054
C -1.8352 2.5191 -2.9771  -0.121
C -2.7410 -0.2600 -2.5260  -0.385
C -0.9102 2.7273 3.8255  -0.071
C 1.6229 -3.8233 4.0736  -0.062
C -2.9477 -5.0443 -1.0773  -0.043
C -0.6836 -4.7713 -0.3130  -0.073
C -3.1562 -1.0046 1.7501  -0.288
C 3.2865 -3.6873 -1.9794  -0.057
C 4.4290 -3.1124 -1.4478  -0.061
C -2.8803 3.8731 2.2305  -0.065
C 4.0014 0.6492 -4.0177  0.017
H 4.5307 0.6169 -4.9609  0.126
H 2.6798 3.1872 -0.3521  0.068
H 5.3944 -3.2996 -1.9004  0.114
H 2.9537 -1.2177 -4.2883  0.122
H 1.8264 1.3169 2.4335  0.046
H -4.5111 -0.7884 5.3747  0.117
H -5.0034 -2.0282 1.3135  0.105
H -6.5894 -0.2353 -2.7238  0.115
H 0.2798 -5.1979 -0.0604  0.122
H 0.1161 -4.4861 -4.2197  0.115
H 5.9957 2.5465 -3.8911  0.093
H 3.2822 5.6133 0.4560  0.132
H 2.5657 -4.0533 4.5536  0.118
H -1.7135 -4.1877 4.4917  0.118
H -5.4802 -0.5161 -0.5426  0.102
H 5.2372 3.4844 -2.5860  0.080
H -1.7193 -3.1110 2.3088  0.097
H -0.4066 5.3107 -4.2579  0.114
H 0.4684 5.6858 3.0618  0.118
H 3.3374 -0.2426 6.1121  0.115
H 0.4311 -4.6843 5.6363  0.117
H 1.5071 3.7506 -4.4489  0.109
H 4.0630 4.2394 1.2390  0.132
H 4.5677 3.5147 -4.2248  0.090
H -1.1406 4.4509 5.0811  0.117
H 5.2219 -1.8556 0.1046  0.116
H -5.2469 -0.0545 -4.7895  0.116
H -0.6179 -1.2517 4.8552  0.094
H 2.9937 5.9333 2.8478  0.129
H 3.3522 -4.3251 -2.8520  0.115
H 1.1918 -1.4070 6.4953  0.119
H -1.5271 -6.6472 -0.9067  0.116
H -5.8432 -1.9162 3.6218  0.116
H 2.4743 4.2635 3.0788  0.120
H -0.5268 -2.8866 -2.4705  0.070
H -0.1499 2.2909 4.4603  0.109
H -4.1689 -3.2874 -1.1049  0.110
H -2.6899 2.1312 1.0009  0.098
H 1.2855 1.4323 -3.7053  0.076
H 2.5788 -2.9640 2.3863  0.090
H -2.7804 2.1915 -2.5642  0.109
H -0.6533 4.2715 1.5668  0.085
H -3.7360 -5.6859 -1.4515  0.116
H 3.6542 1.1072 4.0561  0.111
H 1.1759 -3.9151 -1.8281  0.073
H 0.6448 -3.6792 -6.5017  0.113
H 3.0463 -1.4272 1.1311  0.073
H -0.1568 0.3299 -5.2759  0.102
H -2.7854 -0.0409 -4.6716  0.116
H 0.4821 -1.2645 -7.0142  0.114
H -2.8813 5.4827 3.6567  0.117
H -2.5499 4.5079 -3.3179  0.115
H -3.6528 4.3123 1.6122  0.119
H 0.9580 6.4262 1.5363  0.137
H -2.3307 0.1978 4.8288  0.112

As for the spin multiplicity: 2. For the HOMO energy (spin up / spin down), the calculation gives -12.415 / -12.959 eV. As for the charge: +2. The frontier orbital gap (spin up / spin down) comes out at 7.2684 / 6.3974 eV. Its lowest unoccupied orbital energy (spin up / spin down) is -5.15 / -6.56 eV. The strongest force on any atom comes out at 0.49 eV Å⁻¹.

Record 5
The following is a DFT calculation (ωB97M-V/def2-TZVPD) of a 2-piece molecular cluster, C4H6N2O overall at a distorted geometry.

Each line ends with the Löwdin charge.
Positions of all 13 atoms, in Å:
O 0.4005 -1.8825 -0.1816  -0.061
N 1.5221 -0.1300 -0.0287  0.045
N 0.2962 -0.6184 -0.0769  -0.394
C -0.7473 0.2554 0.0574  -0.340
C 1.2693 1.2663 0.0826  -0.092
C -0.1875 1.5656 -0.1066  -0.044
C -2.1400 -0.1252 0.0964  -0.092
H 1.5071 -1.8973 1.1669  0.332
H -2.7066 -0.3117 1.2089  0.136
H -0.6138 2.6915 -0.5139  0.169
H -2.6958 0.9591 -0.1644  0.119
H -2.6409 -0.9340 -0.6676  0.124
H 2.0505 2.0190 0.3828  0.099

As for the spin multiplicity: 1. For the HOMO energy, the calculation gives -8.571 eV. The frontier orbital gap comes out at 6.8671 eV. Its lowest unoccupied orbital energy is -1.70 eV. The strongest force on any atom comes out at 6.37 eV Å⁻¹.

ΔE to the lowest compared entry with this formula, charge and spin per entry: 565.3 87.5 0.0 0.0 901.5 kJ/mol
Calculated total energy per entry: -586.3994 -2645.2220 -5127.7060 -4866.7783 -340.4515 Ha